This record from OMol25 describes a 12-piece molecular cluster, C68H168N12O17 overall in a non-equilibrium geometry. The level of theory is ωB97M-V/def2-TZVPD.

SMILES: CC1(C)CCCC(C)(C)N1O.CC1(C)CCCC(C)(C)N1O.COC[C@H](C)N.COC[C@H](C)N.COC[C@H](C)N.COC[C@H](C)N.COC[C@H](C)N.COCCNCCOC.COCCNCCOC.COCCNCCOC.COCCNCCOC.COCCNCCOC
Total energy (eV): -125912.9264
Energy relative to the best compared isomer or geometry (same formula, charge and spin) (kcal/mol): 123.5

Structure (ORCA input):
```
! wB97M-V def2-TZVPD RIJCOSX def2/J DEFGRID3
* xyz 0 1
C -0.92 -28.79 -8.89
C -0.05 -28.12 -9.98
C -0.74 -28.42 -11.35
C -0.21 -27.47 -12.44
C -0.28 -25.97 -12.01
C 0.43 -25.70 -10.68
N -0.02 -26.67 -9.68
O 0.72 -26.51 -8.50
C 1.93 -25.77 -10.98
C -0.05 -24.32 -10.25
C 1.34 -28.84 -9.87
H -1.81 -28.20 -8.67
H -0.32 -28.80 -7.98
H -1.27 -29.79 -9.16
H -0.56 -29.47 -11.55
H -1.81 -28.23 -11.22
H -0.89 -27.52 -13.29
H 0.78 -27.79 -12.76
H -1.31 -25.60 -12.04
H 0.25 -25.41 -12.79
H 2.15 -26.71 -11.48
H 2.28 -24.93 -11.58
H 2.45 -25.88 -10.02
H -1.12 -24.29 -10.47
H 0.04 -24.06 -9.19
H 0.45 -23.51 -10.78
H 1.95 -28.45 -10.68
H 1.21 -29.92 -9.90
H 1.76 -28.67 -8.88
H 0.35 -25.76 -8.01
C -5.13 -26.16 -15.36
C -4.44 -24.98 -14.74
C -2.96 -25.32 -14.52
C -2.10 -25.36 -15.75
C -2.16 -24.05 -16.50
C -3.60 -23.60 -16.83
N -4.42 -23.77 -15.61
O -5.75 -23.42 -15.96
C -3.53 -22.17 -17.36
C -4.07 -24.49 -18.02
C -5.03 -24.58 -13.39
H -4.58 -26.82 -16.04
H -6.02 -25.97 -15.96
H -5.56 -26.88 -14.64
H -2.52 -24.57 -13.85
H -2.95 -26.26 -13.97
H -2.38 -26.26 -16.29
H -1.09 -25.51 -15.36
H -1.66 -24.30 -17.45
H -1.46 -23.30 -16.12
H -4.51 -21.81 -17.68
H -3.15 -21.43 -16.65
H -2.83 -22.20 -18.20
H -3.96 -25.54 -17.72
H -5.13 -24.45 -18.25
H -3.43 -24.34 -18.89
H -6.11 -24.47 -13.34
H -4.55 -23.70 -12.97
H -4.82 -25.40 -12.69
H -5.93 -22.59 -15.52
C -6.50 -40.84 -12.65
O -7.10 -39.60 -12.92
C -6.41 -38.36 -12.96
C -5.71 -38.24 -14.32
N -6.72 -38.29 -15.38
C -6.11 -38.31 -16.70
C -7.23 -38.33 -17.79
O -7.45 -37.03 -18.28
C -8.18 -36.15 -17.46
H -6.57 -41.09 -11.59
H -5.46 -40.99 -12.96
H -7.11 -41.53 -13.24
H -5.75 -38.09 -12.13
H -7.29 -37.71 -12.94
H -4.90 -38.97 -14.45
H -5.27 -37.24 -14.39
H -7.53 -38.83 -15.14
H -5.37 -39.11 -16.81
H -5.55 -37.39 -16.90
H -8.12 -38.83 -17.41
H -6.77 -38.79 -18.66
H -9.19 -36.57 -17.36
H -8.22 -35.15 -17.89
H -7.80 -36.00 -16.45
C -7.88 -32.12 -17.37
O -6.91 -31.21 -17.89
C -6.07 -30.56 -16.98
C -5.55 -29.30 -17.61
N -4.50 -29.50 -18.57
C -3.18 -29.97 -18.05
C -2.57 -29.24 -16.85
O -1.31 -29.84 -16.69
C -0.71 -29.55 -15.46
H -7.36 -32.84 -16.73
H -8.38 -32.63 -18.18
H -8.61 -31.63 -16.73
H -5.21 -31.11 -16.58
H -6.57 -30.29 -16.04
H -5.21 -28.54 -16.90
H -6.39 -28.86 -18.17
H -4.79 -30.29 -19.14
H -2.60 -29.72 -18.94
H -3.09 -31.06 -17.97
H -3.20 -29.41 -15.96
H -2.50 -28.18 -17.12
H 0.29 -29.96 -15.36
H -1.34 -29.87 -14.62
H -0.69 -28.48 -15.20
C -2.02 -33.49 -16.84
O -3.40 -33.68 -16.98
C -4.18 -34.13 -15.91
C -4.21 -33.19 -14.72
N -3.13 -33.30 -13.77
C -3.10 -32.25 -12.77
C -1.97 -32.41 -11.80
O -0.71 -31.90 -12.28
C 0.19 -32.80 -12.93
H -1.50 -33.18 -17.75
H -1.56 -34.46 -16.60
H -1.79 -32.85 -15.99
H -3.99 -35.19 -15.65
H -5.21 -34.23 -16.25
H -5.16 -33.31 -14.19
H -4.22 -32.15 -15.09
H -2.24 -33.59 -14.15
H -4.01 -32.34 -12.17
H -3.01 -31.21 -13.13
H -1.88 -33.38 -11.31
H -2.08 -31.69 -10.98
H 0.87 -32.23 -13.56
H -0.35 -33.52 -13.55
H 0.77 -33.28 -12.14
C -12.05 -41.53 -18.62
O -12.33 -40.16 -18.86
C -11.19 -39.34 -18.94
C -11.64 -37.96 -19.44
N -12.55 -37.44 -18.40
C -12.74 -36.02 -18.32
C -11.63 -35.29 -17.60
O -11.64 -35.45 -16.21
C -10.74 -34.54 -15.57
H -11.22 -41.80 -19.29
H -12.96 -42.09 -18.80
H -11.66 -41.64 -17.60
H -10.52 -39.75 -19.72
H -10.55 -39.33 -18.05
H -11.83 -37.85 -20.51
H -10.83 -37.23 -19.32
H -12.98 -38.16 -17.85
H -13.67 -35.82 -17.79
H -12.85 -35.65 -19.35
H -11.92 -34.24 -17.79
H -10.70 -35.45 -18.15
H -11.31 -33.78 -15.03
H -10.04 -34.01 -16.22
H -10.23 -35.00 -14.73
C 5.60 -32.64 -13.37
O 4.72 -31.67 -13.94
C 3.69 -31.41 -12.96
C 2.90 -30.17 -13.40
N 3.65 -29.02 -13.84
C 4.42 -28.38 -12.77
C 5.25 -27.23 -13.40
O 6.49 -27.72 -13.87
C 7.52 -26.78 -14.00
H 6.03 -32.12 -12.51
H 6.34 -32.93 -14.11
H 5.20 -33.61 -13.07
H 4.09 -31.36 -11.94
H 3.14 -32.35 -12.88
H 2.30 -29.93 -12.52
H 2.20 -30.53 -14.16
H 4.32 -29.33 -14.53
H 5.15 -29.12 -12.41
H 3.87 -27.96 -11.93
H 5.41 -26.51 -12.60
H 4.65 -26.72 -14.16
H 7.84 -26.23 -13.11
H 7.24 -26.08 -14.80
H 8.47 -27.15 -14.39
C -5.39 -34.49 -19.41
C -5.55 -33.58 -20.62
C -7.00 -33.32 -21.11
O -6.98 -32.48 -22.21
C -8.20 -32.50 -22.97
N -5.01 -32.29 -20.16
H -4.36 -34.72 -19.14
H -5.86 -35.45 -19.63
H -5.83 -34.01 -18.54
H -5.05 -33.99 -21.51
H -7.66 -32.99 -20.30
H -7.41 -34.32 -21.35
H -8.99 -32.16 -22.30
H -8.32 -33.53 -23.31
H -8.08 -31.77 -23.76
H -5.74 -32.01 -19.51
H -5.10 -31.73 -21.01
C -9.42 -29.07 -18.42
C -10.75 -28.94 -17.75
C -11.91 -28.90 -18.80
O -12.07 -30.13 -19.47
C -13.04 -31.00 -18.96
N -10.88 -29.94 -16.70
H -9.46 -28.60 -19.40
H -9.14 -30.09 -18.69
H -8.61 -28.64 -17.83
H -10.79 -27.96 -17.25
H -11.62 -28.14 -19.52
H -12.83 -28.62 -18.27
H -14.04 -30.55 -18.94
H -12.83 -31.42 -17.97
H -13.15 -31.89 -19.59
H -11.78 -29.77 -16.23
H -11.20 -30.81 -17.13
C -8.38 -26.59 -13.30
C -8.59 -27.83 -14.18
C -7.93 -29.09 -13.63
O -6.53 -28.91 -13.72
C -5.73 -29.95 -13.23
N -10.02 -28.01 -14.46
H -8.45 -25.64 -13.84
H -7.41 -26.54 -12.80
H -9.17 -26.55 -12.55
H -8.20 -27.63 -15.18
H -8.15 -29.91 -14.33
H -8.24 -29.38 -12.61
H -4.77 -29.55 -12.87
H -5.35 -30.58 -14.04
H -6.15 -30.57 -12.44
H -10.06 -28.70 -15.21
H -10.46 -28.38 -13.63
C 2.44 -26.72 -16.57
C 3.39 -26.77 -17.79
C 4.62 -25.96 -17.37
O 5.58 -26.01 -18.42
C 6.94 -26.08 -18.01
N 3.72 -28.14 -18.10
H 2.13 -25.73 -16.23
H 2.83 -27.07 -15.61
H 1.57 -27.38 -16.65
H 2.95 -26.28 -18.66
H 5.07 -26.38 -16.47
H 4.42 -24.89 -17.27
H 7.49 -25.96 -18.94
H 7.10 -27.03 -17.49
H 7.22 -25.32 -17.28
H 4.10 -28.62 -17.29
H 4.46 -27.94 -18.78
C -1.10 -27.19 -19.26
C -0.16 -26.67 -20.32
C 0.28 -25.25 -20.02
O 0.38 -24.85 -18.66
C 0.96 -23.59 -18.44
N 0.97 -27.61 -20.40
H -2.05 -26.66 -19.12
H -0.81 -27.22 -18.21
H -1.49 -28.15 -19.60
H -0.63 -26.68 -21.31
H -0.38 -24.47 -20.43
H 1.17 -24.96 -20.60
H 0.98 -23.52 -17.35
H 0.38 -22.75 -18.85
H 2.01 -23.34 -18.66
H 1.85 -27.14 -20.55
H 1.01 -28.13 -19.53
*
```

Atom charges from the Mulliken analysis, given in e for atoms 1 to 8:
1. C -2.025
2. C 1.560
3. C -0.987
4. C 2.735
5. C -2.044
6. C 2.341
7. N 0.078
8. O -0.522